Entry 1:
C21H29MnN4OS2 | wB97M-V/def2-TZVPD

Last column: natural (NBO) charge in e.
CARTESIAN COORDINATES (ANGSTROEM)
Mn -1.387 0.538 0.412  1.301
N -3.274 -0.785 -0.418  -0.679
N -3.542 -2.100 -0.028  -0.449
C -2.875 -2.619 1.042  0.268
N -3.375 -3.825 1.430  -0.797
S -1.645 -1.874 1.846  -0.180
H -3.838 -0.100 0.081  0.408
H -3.361 -0.705 -1.422  0.380
H -4.490 -2.424 -0.156  0.372
H -3.845 -4.402 0.751  0.385
H -2.841 -4.309 2.131  0.414
C 0.379 1.111 1.239  -0.536
C 1.474 1.419 1.675  -0.072
C 2.782 1.761 2.177  -0.148
C 3.482 2.860 1.673  -0.195
C 4.746 3.171 2.149  -0.211
C 5.336 2.394 3.138  -0.224
C 4.647 1.303 3.650  -0.229
C 3.382 0.989 3.175  -0.147
H 3.019 3.467 0.906  0.219
H 5.272 4.028 1.748  0.210
H 6.322 2.640 3.511  0.210
H 5.093 0.694 4.427  0.210
H 2.840 0.144 3.579  0.209
C 1.710 -3.436 -6.681  -0.632
C 1.548 -2.697 -5.378  0.002
C 0.504 -3.008 -4.508  -0.216
C 0.336 -2.323 -3.316  -0.137
C 1.226 -1.311 -2.991  -0.308
C 2.262 -0.971 -3.845  -0.179
C 2.423 -1.675 -5.032  -0.211
S 1.034 -0.407 -1.481  1.312
C 1.684 -1.607 -0.347  -0.821
O -0.478 -0.431 -1.256  -1.034
H 1.083 -4.326 -6.714  0.217
H 2.745 -3.745 -6.830  0.223
H 1.434 -2.801 -7.525  0.227
H -0.190 -3.799 -4.770  0.211
H -0.486 -2.550 -2.648  0.228
H 2.938 -0.162 -3.593  0.227
H 3.234 -1.415 -5.702  0.217
H 1.173 -2.555 -0.507  0.236
H 1.501 -1.197 0.644  0.280
H 2.757 -1.695 -0.526  0.239
C -2.262 2.067 3.430  -0.612
C -2.925 2.522 2.127  0.041
C -2.523 3.977 1.848  -0.613
C -4.447 2.432 2.292  -0.593
N -2.567 1.658 1.037  -0.851
H -2.593 2.685 4.271  0.195
H -1.176 2.137 3.353  0.223
H -2.521 1.026 3.644  0.205
H -2.801 4.657 2.660  0.190
H -3.000 4.326 0.928  0.202
H -1.441 4.031 1.708  0.214
H -4.801 3.083 3.097  0.199
H -4.734 1.403 2.526  0.199
H -4.950 2.730 1.368  0.201

## Properties
Orbital gap (alpha / beta)   6.14 / 7.33 eV
Largest force on an atom   0.8 eV/A
2S+1   5
DFT total energy   -3059.11911 Ha
Expectation value of S²   6.372
ΔE to the lowest compared entry with this formula, charge and spin   0.0 kcal per mole

Entry 2:
C21H29N3O3 | wB97M-V/def2-TZVPD

Last column: natural (NBO) charge in e.
CARTESIAN COORDINATES (ANGSTROEM)
C -0.559 -1.510 -2.082  -0.424
N -1.017 -1.561 -0.710  -0.440
C -0.244 -1.851 0.359  0.694
O -0.695 -1.906 1.493  -0.660
C 1.228 -2.152 0.120  -0.525
C 2.128 -0.914 -0.192  -0.132
C 3.110 -1.358 -1.270  0.692
O 2.730 -1.618 -2.399  -0.646
N 4.392 -1.528 -0.907  -0.606
C 4.969 -1.166 0.367  -0.210
C 3.879 -1.165 1.436  -0.218
N 2.807 -0.338 0.942  -0.456
C 1.915 0.278 1.918  -0.252
C 1.481 1.604 1.370  -0.163
C 0.274 1.837 0.864  -0.232
C -0.156 3.091 0.255  0.022
C 0.381 4.321 0.635  -0.214
C -0.041 5.491 0.034  -0.207
C -1.005 5.459 -0.961  -0.219
C -1.548 4.245 -1.348  -0.195
C -1.132 3.075 -0.742  -0.230
C -2.474 -1.500 -0.561  -0.030
C -3.056 -2.847 -0.120  -0.451
C -4.580 -2.733 -0.052  -0.061
O -4.996 -1.716 0.826  -0.524
C -4.491 -0.457 0.451  -0.063
C -2.962 -0.430 0.420  -0.444
H -0.991 -2.336 -2.654  0.192
H 0.521 -1.564 -2.166  0.252
H -0.885 -0.570 -2.536  0.196
H 1.320 -2.880 -0.686  0.241
H 1.586 -2.621 1.039  0.236
H 1.508 -0.123 -0.630  0.243
H 5.024 -1.794 -1.649  0.407
H 5.756 -1.883 0.616  0.200
H 5.413 -0.164 0.303  0.191
H 4.277 -0.731 2.355  0.214
H 3.573 -2.202 1.652  0.171
H 2.481 0.435 2.839  0.204
H 1.046 -0.350 2.148  0.211
H 2.252 2.360 1.329  0.196
H -0.459 1.040 0.871  0.208
H 1.119 4.357 1.422  0.209
H 0.381 6.436 0.344  0.212
H -1.333 6.375 -1.429  0.213
H -2.301 4.212 -2.122  0.211
H -1.553 2.130 -1.056  0.204
H -2.871 -1.258 -1.554  0.198
H -2.667 -3.093 0.868  0.237
H -2.775 -3.636 -0.820  0.207
H -5.021 -3.656 0.331  0.196
H -4.980 -2.541 -1.062  0.150
H -4.873 0.249 1.190  0.197
H -4.885 -0.180 -0.542  0.149
H -2.574 -0.650 1.414  0.246
H -2.628 0.562 0.114  0.203

## Properties
Orbital gap   9.33 eV
Largest force on an atom   0.5 eV/A
DFT total energy   -1207.60652 Ha
ΔE to the lowest compared entry with this formula, charge and spin   65.5 kcal per mole

Entry 3:
C21H29N7O2ReS2 | wB97M-V/def2-TZVPD

Last column: natural (NBO) charge in e.
CARTESIAN COORDINATES (ANGSTROEM)
Re 0.126 1.164 0.166  1.275
C -3.982 -2.966 -0.094  -0.618
C -4.650 -1.619 -0.349  -0.221
N -3.719 -0.649 -0.947  -0.316
C -3.719 -0.567 -2.411  -0.226
C -4.734 0.436 -2.949  -0.621
C -2.929 0.065 -0.173  0.382
S -1.980 1.355 -0.966  0.006
N -2.988 -0.126 1.138  -0.579
C -2.101 0.262 2.015  0.673
O -0.934 0.726 1.641  -0.664
C -2.400 0.162 3.432  -0.117
C -3.532 -0.539 3.864  -0.149
C -3.778 -0.677 5.215  -0.206
C -2.913 -0.109 6.144  -0.126
C -1.801 0.607 5.719  -0.211
C -1.535 0.737 4.371  -0.153
H -4.721 -3.666 0.293  0.246
H -3.182 -2.864 0.639  0.213
H -3.565 -3.381 -1.013  0.216
H -5.027 -1.203 0.582  0.237
H -5.482 -1.729 -1.042  0.225
H -3.951 -1.564 -2.783  0.230
H -2.719 -0.303 -2.752  0.220
H -5.750 0.166 -2.662  0.227
H -4.683 0.442 -4.036  0.244
H -4.524 1.443 -2.586  0.217
H -4.195 -0.981 3.136  0.233
H -4.642 -1.234 5.550  0.239
H -3.104 -0.225 7.203  0.239
H -1.141 1.058 6.448  0.237
H -0.666 1.291 4.042  0.219
C 4.659 2.979 -3.338  -0.621
C 4.980 3.389 -1.906  -0.229
N 3.779 3.347 -1.054  -0.526
C 3.286 2.404 -0.287  0.416
S 1.763 2.849 0.528  -0.017
N 3.807 1.227 -0.017  -0.552
C 5.089 0.646 -0.449  -0.229
C 5.188 -0.781 0.062  -0.620
H 5.570 2.995 -3.934  0.250
H 3.945 3.666 -3.793  0.228
H 4.240 1.972 -3.378  0.204
H 5.335 4.417 -1.883  0.238
H 5.761 2.766 -1.486  0.219
H 3.171 4.146 -1.166  0.433
H 3.277 0.650 0.619  0.431
H 5.907 1.241 -0.040  0.219
H 5.147 0.658 -1.537  0.214
H 5.104 -0.811 1.150  0.225
H 6.157 -1.195 -0.210  0.256
H 4.414 -1.413 -0.375  0.209
N 1.690 -3.255 -0.445  -0.754
C 1.440 -1.965 -0.651  0.691
O 1.290 -1.158 0.288  -0.693
C 1.384 -1.540 -2.094  -0.445
C 1.417 -2.480 -3.146  0.223
N 1.404 -3.306 -3.947  -0.215
C 1.174 -0.219 -2.135  0.531
N 0.982 0.766 -1.504  -0.524
H 1.727 -3.607 0.499  0.431
H 1.831 -3.898 -1.208  0.435

## Properties
Charge   +2
Orbital gap (alpha / beta)   6.09 / 6.20 eV
Largest force on an atom   1.6 eV/A
2S+1   2
DFT total energy   -2225.48225 Ha
Expectation value of S²   0.761

Entry 4:
C21H29N7O7P2S2Zr | wB97M-V/def2-TZVPD

Last column: natural (NBO) charge in e.
CARTESIAN COORDINATES (ANGSTROEM)
Zr 0.409 1.535 -0.710  1.965
C -0.456 -2.852 2.636  -0.408
N -0.502 -1.591 1.900  -0.807
C 0.252 -0.515 2.548  -0.396
P -0.688 -1.658 0.280  2.559
O -0.860 -0.295 -0.309  -1.130
O 0.598 -2.414 -0.361  -1.096
P 1.915 -1.570 -0.815  2.548
O 1.751 -0.214 -0.198  -1.159
N 3.278 -2.215 -0.232  -0.806
C 3.762 -3.509 -0.694  -0.403
C 3.967 -1.684 0.947  -0.409
N 1.893 -1.701 -2.419  -0.823
C 0.842 -2.261 -3.262  -0.401
C 2.893 -0.899 -3.149  -0.419
N -1.901 -2.670 -0.091  -0.821
C -3.253 -2.124 -0.195  -0.400
C -1.750 -4.028 -0.592  -0.402
H -0.789 -2.675 3.659  0.212
H 0.558 -3.264 2.668  0.190
H -1.124 -3.582 2.183  0.214
H -0.109 -0.416 3.572  0.205
H 0.098 0.435 2.044  0.228
H 1.326 -0.718 2.567  0.203
H 3.291 -3.773 -1.639  0.217
H 3.553 -4.294 0.039  0.191
H 4.840 -3.457 -0.850  0.210
H 3.666 -0.658 1.141  0.258
H 5.039 -1.690 0.748  0.212
H 3.769 -2.306 1.825  0.180
H 0.143 -2.843 -2.668  0.205
H 1.299 -2.918 -4.005  0.198
H 0.304 -1.460 -3.771  0.232
H 3.618 -0.462 -2.461  0.242
H 2.390 -0.078 -3.664  0.233
H 3.411 -1.534 -3.868  0.198
H -3.284 -1.110 0.199  0.227
H -3.946 -2.746 0.373  0.198
H -3.569 -2.093 -1.240  0.206
H -0.728 -4.377 -0.470  0.224
H -2.014 -4.080 -1.652  0.200
H -2.413 -4.698 -0.040  0.200
O 3.529 1.947 1.670  -0.578
C 2.773 2.144 0.757  0.689
O 1.476 2.379 0.854  -0.823
C 3.224 1.975 -0.744  0.695
O 4.359 1.703 -1.031  -0.577
O 2.199 2.039 -1.564  -0.809
S -0.310 3.947 -1.480  -0.162
C -0.140 3.765 -3.196  -0.231
C 0.083 4.967 -3.948  0.258
N 0.268 5.932 -4.545  -0.295
C -0.257 2.579 -3.848  -0.290
S -0.645 1.098 -3.006  -0.236
C -0.140 2.491 -5.269  0.264
N -0.039 2.365 -6.409  -0.314
N -1.363 2.241 0.764  -0.408
C -2.094 2.651 1.544  0.441
C -3.013 3.163 2.515  -0.129
C -4.377 3.159 2.228  -0.171
C -5.259 3.664 3.168  -0.206
C -4.779 4.165 4.371  -0.170
C -3.418 4.169 4.646  -0.205
C -2.522 3.668 3.717  -0.170
H -4.729 2.777 1.280  0.234
H -6.319 3.672 2.959  0.228
H -5.473 4.562 5.100  0.225
H -3.054 4.568 5.582  0.229
H -1.458 3.674 3.909  0.238

## Properties
Orbital gap   6.71 eV
Largest force on an atom   1.1 eV/A
DFT total energy   -3254.11940 Ha
ΔE to the lowest compared entry with this formula, charge and spin   15.6 kcal per mole